{"formula": "C12H17NO2", "method": "ωB97M-V/def2-TZVPD", "e_above_lowest_kj_mol": 498.2, "gap_ev": 7.93, "homo_ev": -8.46, "largest_force_ev_per_a": 5.28, "spin_multiplicity": 1, "symbols": ["C", "C", "C", "C", "C", "C", "C", "C", "C", "C", "C", "C", "N", "O", "O", "H", "H", "H", "H", "H", "H", "H", "H", "H", "H", "H", "H", "H", "H", "H", "H", "H"], "xyz": [[0.136, -0.841, -2.040], [-1.136, -0.776, -1.319], [1.307, -0.509, -1.433], [-1.337, -0.122, -0.115], [-0.089, 0.458, 0.522], [1.289, -0.259, 0.079], [-3.742, 0.724, -0.402], [-3.260, -0.854, 1.336], [3.776, -0.418, 0.427], [2.790, 1.823, -0.200], [-2.700, 0.269, 0.490], [2.531, 0.487, 0.498], [1.241, -1.446, 0.885], [-0.169, 1.223, 1.465], [0.427, -2.319, 0.815], [0.158, -1.271, -3.089], [-2.028, -1.054, -2.010], [2.274, -0.567, -1.855], [-4.113, 0.043, -1.016], [-3.521, 1.619, -0.870], [-4.634, 1.078, 0.229], [-3.878, -1.595, 0.630], [-3.979, -0.502, 1.975], [-2.490, -1.403, 1.991], [3.983, -0.937, -0.551], [3.638, -1.252, 1.007], [4.629, 0.173, 0.894], [1.969, 2.164, -0.723], [3.605, 1.670, -0.964], [3.158, 2.518, 0.545], [-2.299, 1.047, 1.205], [2.465, 0.828, 1.595]], "nbo_charge": [-0.226, -0.151, -0.156, -0.081, 0.587, -0.138, -0.587, -0.575, -0.612, -0.603, -0.283, -0.224, 0.157, -0.521, -0.239, 0.227, 0.218, 0.217, 0.200, 0.215, 0.206, 0.191, 0.205, 0.219, 0.200, 0.221, 0.221, 0.211, 0.201, 0.222, 0.245, 0.233]}